(1)
The following is a DFT calculation (ωB97M-V/def2-TZVPD) of C34H43ClN10O2RbS4Sb as an isolated structure.

Computed properties:
ΔE to the lowest compared entry with this formula, charge and spin = 1.710 eV
E_HOMO = -0.6 eV
total energy = -4336.9655 a.u.

Structure (ORCA input):
```
! wB97M-V def2-TZVPD RIJCOSX def2/J DEFGRID3
* xyz -2 1
Rb -1.81354 -0.83123 1.74862
C 0.56263 -4.40073 3.71770
N 0.67705 -3.02912 4.19405
C 0.25094 -2.85108 5.57640
C -0.30232 -1.48628 5.81801
N -1.31361 -0.97193 5.18958
C -1.49786 0.28851 5.73917
C -2.42332 1.28309 5.42776
C -2.35760 2.45915 6.15088
C -1.42150 2.64937 7.17587
C -0.50162 1.66774 7.50702
C -0.55421 0.49541 6.76392
N 0.18925 -0.66558 6.80144
C 0.03829 -4.50677 2.32522
N -1.16956 -4.18871 1.95602
C -1.27315 -4.56931 0.63313
C -2.35666 -4.49133 -0.23953
C -2.19148 -5.00161 -1.51359
C -0.98310 -5.56861 -1.92953
C 0.10835 -5.65045 -1.07831
C -0.06252 -5.14682 0.20405
N 0.75556 -5.09693 1.31227
H -0.11968 -4.97652 4.35852
H 1.54250 -4.89163 3.77221
H 0.15869 -2.39428 3.59622
H 1.10184 -3.01951 6.24807
H -0.52853 -3.57979 5.84766
H -3.13343 1.15631 4.61160
H -3.04805 3.25899 5.91395
H -1.40830 3.58979 7.71425
H 0.22612 1.81614 8.29708
H 1.01971 -0.82494 7.33881
H -3.28469 -4.03251 0.07349
H -3.01296 -4.94266 -2.21583
H -0.88851 -5.93491 -2.94368
H 1.04286 -6.08749 -1.40778
H 1.72584 -5.34787 1.35419
S -4.47431 4.61189 1.57612
Sb -3.77915 2.52023 0.84492
S -4.33590 0.87406 2.41874
S -1.42503 2.57276 0.52553
S -4.67024 1.96185 -1.24959
C 0.78617 2.23404 -2.92222
C -0.25597 2.72939 -3.93263
C -1.47150 3.29844 -3.18384
C 0.40147 3.90073 -4.68944
C -0.71052 1.61251 -4.92154
O -1.61773 2.19518 -5.88479
C 0.42314 1.06052 -5.85240
C 1.47441 -0.01167 -5.50124
C 2.77152 0.46510 -4.89777
C 3.58245 1.37167 -5.57618
C 4.80046 1.78280 -5.05353
C 5.21303 1.27335 -3.83523
Cl 6.75373 1.76929 -3.18269
C 4.43255 0.37079 -3.13495
C 3.22013 -0.03140 -3.67874
C -1.71149 0.55746 -4.31585
N -1.46244 -0.31302 -3.17712
C -1.97291 -0.21042 -1.93038
N -1.63305 -1.27492 -1.22111
C -0.88726 -1.99727 -2.08873
N -0.79724 -1.48557 -3.29305
H 0.70307 2.80956 -2.00146
H 1.79648 2.34818 -3.31931
H 0.64369 1.19259 -2.64695
H -1.18780 4.21657 -2.66824
H -1.84345 2.62393 -2.41364
H -2.29907 3.52467 -3.85976
H 0.79198 4.59208 -3.94171
H -0.30194 4.47069 -5.30763
H 1.24403 3.58498 -5.31000
H -1.37594 3.11984 -5.98635
H 0.95566 1.93458 -6.23594
H -0.14384 0.66426 -6.69774
H 1.73512 -0.49197 -6.45142
H 1.04213 -0.77916 -4.87713
H 3.26303 1.76464 -6.53513
H 5.42425 2.48866 -5.58569
H 4.75353 -0.00375 -2.17256
H 2.60575 -0.73238 -3.12677
H -1.97812 -0.08680 -5.15596
H -2.59898 1.12447 -4.03822
H -2.63832 0.59936 -1.61735
H -0.44293 -2.94864 -1.83987
C 2.10980 2.13506 4.92231
N 1.66683 0.89168 4.32609
C 0.69635 0.84924 3.32009
N -0.11216 1.90064 3.20650
O 0.62135 -0.17488 2.62866
H 2.96290 1.93187 5.56961
H 1.31685 2.56060 5.54051
H 2.40577 2.88218 4.17603
H 2.38112 0.20453 4.15318
H 0.02685 2.72023 3.77261
H -0.63176 2.06881 2.29217
*
```

Partial atomic charges computed with the Löwdin method, in multiples of e: number 1, Rb, carries 0.535; number 2, C, carries -0.153; number 3, N, carries -0.026; number 4, C, carries -0.151; number 5, C, carries -0.329; number 6, N, carries 0.188; number 7, C, carries -0.221; number 8, C, carries -0.013; number 9, C, carries -0.075; number 10, C, carries -0.113; number 11, C, carries -0.065; number 12, C, carries -0.220; number 13, N, carries 0.149; number 14, C, carries -0.303; number 15, N, carries 0.168; number 16, C, carries -0.233; number 17, C, carries -0.008; number 18, C, carries -0.104; number 19, C, carries -0.114; number 20, C, carries -0.039; number 21, C, carries -0.199; number 22, N, carries 0.158; number 23, H, carries 0.117; number 24, H, carries 0.111; number 25, H, carries 0.066; number 26, H, carries 0.112; number 27, H, carries 0.118; number 28, H, carries 0.000; number 29, H, carries 0.110; number 30, H, carries 0.091; number 31, H, carries 0.096; number 32, H, carries 0.146; number 33, H, carries 0.124; number 34, H, carries 0.106; number 35, H, carries 0.098; number 36, H, carries 0.102; number 37, H, carries 0.154; number 38, S, carries -0.439; number 39, Sb, carries -0.292; number 40, S, carries -0.359; number 41, S, carries -0.158; number 42, S, carries -0.308; number 43, C, carries -0.016; number 44, C, carries -0.496; number 45, C, carries -0.054; number 46, C, carries -0.053; number 47, C, carries -0.388; number 48, O, carries -0.043; number 49, C, carries -0.095; number 50, C, carries -0.129; number 51, C, carries -0.240; number 52, C, carries -0.046; number 53, C, carries -0.114; number 54, C, carries -0.678; number 55, Cl, carries 0.621; number 56, C, carries -0.099; number 57, C, carries -0.038; number 58, C, carries -0.030; number 59, N, carries -0.103; number 60, C, carries -0.158; number 61, N, carries 0.035; number 62, C, carries -0.240; number 63, N, carries 0.087; number 64, H, carries 0.078; number 65, H, carries 0.070; number 66, H, carries 0.082; number 67, H, carries 0.093; number 68, H, carries 0.013; number 69, H, carries 0.090; number 70, H, carries 0.093; number 71, H, carries 0.082; number 72, H, carries 0.065; number 73, H, carries 0.071; number 74, H, carries 0.088; number 75, H, carries 0.113; number 76, H, carries 0.116; number 77, H, carries 0.082; number 78, H, carries 0.114; number 79, H, carries 0.098; number 80, H, carries 0.105; number 81, H, carries 0.119; number 82, H, carries 0.132; number 83, H, carries 0.126; number 84, H, carries -0.012; number 85, H, carries 0.083; number 86, C, carries -0.108; number 87, N, carries 0.004; number 88, C, carries -0.652; number 89, N, carries 0.162; number 90, O, carries -0.171; number 91, H, carries 0.074; number 92, H, carries 0.063; number 93, H, carries 0.084; number 94, H, carries 0.120; number 95, H, carries 0.092; number 96, H, carries -0.116

---

(2)
The following is a DFT calculation (ωB97M-V/def2-TZVPD) of an isolated molecule of C9H17N3O4S.

Computed properties:
ΔE to the lowest compared entry with this formula, charge and spin = 2.896 eV
SMILES string = CSCC[C@H](NC(=O)[C@@H](N)CC(N)=O)C(=O)O
E_HOMO = -8.9 eV
total energy = -1216.5237 a.u.

Structure (ORCA input):
```
! wB97M-V def2-TZVPD RIJCOSX def2/J DEFGRID3
* xyz 0 1
C -4.33381 1.51324 -0.22692
S -3.16921 0.56242 -1.34414
C -1.62846 1.32686 -0.94732
C -0.82272 0.94192 0.41132
C -0.87055 -0.63427 0.64261
N -0.41753 -1.44997 -0.56415
C 0.87096 -1.68358 -0.82976
O 1.22470 -2.36900 -1.80107
C 2.00710 -0.96184 -0.00800
N 3.30376 -1.69598 0.05662
C 2.34706 0.45829 -0.80150
C 2.94573 1.45954 0.09138
N 4.16528 1.00938 0.53682
O 2.47963 2.53318 0.31715
C -2.17128 -1.21873 1.14329
O -2.77194 -0.62929 2.04272
O -2.58179 -2.33212 0.53709
H -5.37251 0.81894 -0.10109
H -3.91496 1.59208 0.89233
H -4.47034 2.65929 -0.67758
H -1.62242 2.45578 -0.99301
H -1.00239 0.90276 -1.70946
H -1.38445 1.39113 1.26932
H 0.20361 1.37001 0.33930
H -0.29862 -0.76450 1.63663
H -1.05230 -1.94925 -1.08468
H 1.62059 -0.67926 0.96736
H 3.43798 -2.54602 -0.69180
H 3.34941 -2.16527 1.06431
H 1.49939 0.90899 -1.33290
H 3.12457 0.04861 -1.53097
H 4.33165 0.05781 0.42304
H 4.46704 1.61938 1.33779
H -3.49320 -2.55058 0.93528
*
```

Partial atomic charges computed with the Löwdin method, in multiples of e: number 1, C, carries -0.426; number 2, S, carries 0.779; number 3, C, carries -0.527; number 4, C, carries -0.120; number 5, C, carries -0.192; number 6, N, carries 0.147; number 7, C, carries -0.436; number 8, O, carries 0.027; number 9, C, carries -0.252; number 10, N, carries -0.023; number 11, C, carries -0.057; number 12, C, carries -0.619; number 13, N, carries 0.159; number 14, O, carries 0.073; number 15, C, carries -0.535; number 16, O, carries 0.065; number 17, O, carries 0.092; number 18, H, carries 0.089; number 19, H, carries 0.053; number 20, H, carries 0.081; number 21, H, carries 0.101; number 22, H, carries 0.033; number 23, H, carries 0.113; number 24, H, carries 0.087; number 25, H, carries 0.175; number 26, H, carries 0.108; number 27, H, carries 0.111; number 28, H, carries 0.156; number 29, H, carries 0.128; number 30, H, carries 0.110; number 31, H, carries 0.147; number 32, H, carries 0.027; number 33, H, carries 0.140; number 34, H, carries 0.183

---

(3)
The following is a DFT calculation (ωB97M-V/def2-TZVPD) of an isolated molecule of C5H8N2.

Computed properties:
ΔE to the lowest compared entry with this formula, charge and spin = 1.405 eV
SMILES string = C[C@@]1(CC#N)CN1
E_HOMO = -10.0 eV
total energy = -304.7838 a.u.

Structure (ORCA input):
```
! wB97M-V def2-TZVPD RIJCOSX def2/J DEFGRID3
* xyz 0 1
C 1.22916 -0.73868 0.19833
C -0.02029 -0.02310 -0.26855
C -1.12655 0.25993 0.76737
C -0.80794 -0.02828 2.16750
N -0.59466 -0.14035 3.29812
C 0.08707 0.92316 -1.40499
N -0.56006 -0.37529 -1.58043
H 1.66873 -0.25404 1.07547
H 1.01406 -1.78064 0.46373
H 1.98018 -0.73877 -0.60052
H -2.03500 -0.27644 0.47326
H -1.37441 1.32710 0.77801
H 1.06898 1.09407 -1.84321
H -0.58944 1.77389 -1.46127
H 0.06018 -1.02257 -2.06283
*
```

Partial atomic charges computed with the Löwdin method, in multiples of e: number 1, C, carries -0.032; number 2, C, carries -0.511; number 3, C, carries -0.103; number 4, C, carries -0.233; number 5, N, carries 0.142; number 6, C, carries -0.125; number 7, N, carries 0.046; number 8, H, carries 0.084; number 9, H, carries 0.091; number 10, H, carries 0.083; number 11, H, carries 0.128; number 12, H, carries 0.123; number 13, H, carries 0.108; number 14, H, carries 0.104; number 15, H, carries 0.096